Entry 1:
# C30H21CoF4N11O4S

C30H21CoF4N11O4S as an isolated structure in a non-equilibrium geometry (ωB97M-V with the def2-TZVPD basis set, the OMol25 dataset).

XYZ file:
```
72
Properties=species:S:1:pos:R:3:forces:R:3
Co 0.58326 0.40881 1.31032 -0.5 0.8 0.4
O -1.13737 0.13134 0.47674 -0.1 0.0 -0.4
C -2.19347 -0.24829 1.01459 -0.1 0.0 0.1
C -2.47000 -0.40125 2.39357 0.3 0.0 0.2
C -3.74847 -0.85694 2.76473 -0.1 -0.1 -0.2
C -4.05008 -1.06388 4.07318 0.0 0.0 0.2
C -3.07198 -0.88269 5.08581 0.0 0.0 0.0
C -1.83487 -0.42527 4.76840 -0.1 0.1 -0.1
C -1.47986 -0.10463 3.41030 0.0 0.1 -0.1
O -0.36669 0.42574 3.15925 0.0 -0.1 0.0
N -5.39897 -1.47444 4.44603 -0.1 -0.2 -0.1
O -6.24306 -1.53657 3.56511 0.2 0.0 0.2
O -5.61389 -1.73536 5.61788 0.1 0.1 -0.2
H -3.01535 -0.50137 0.33108 0.0 0.0 0.0
H -4.50109 -1.04974 2.00924 0.0 0.0 0.0
H -3.33759 -1.11860 6.10582 0.0 0.0 0.0
H -1.07355 -0.26075 5.51902 0.0 0.0 0.0
F 1.74080 -0.73243 -1.58974 -0.6 0.2 0.4
C 2.73372 -1.50570 -1.96841 0.6 0.4 -0.6
C 3.49586 -1.06291 -2.98755 -0.4 -0.3 0.6
F 3.19568 0.09890 -3.52130 0.0 0.4 -0.3
C 4.62336 -1.80115 -3.48558 0.8 0.5 -0.9
C 4.78104 -3.10484 -2.90710 -0.2 -0.4 0.5
C 4.02695 -3.53831 -1.87977 0.4 0.0 -0.6
F 4.29102 -4.72549 -1.37469 0.0 -0.3 0.1
C 2.98388 -2.74441 -1.29110 -0.6 -0.5 1.4
C 2.36238 -3.11771 -0.11019 0.7 0.5 -1.0
C 1.52816 -2.20796 0.59897 -0.2 -0.5 0.0
N 0.84490 -1.49387 1.17762 0.5 -0.2 -0.2
C 2.64118 -4.34085 0.56981 0.1 -0.3 0.3
N 2.84295 -5.29956 1.17306 -0.1 0.2 -0.1
F 5.73184 -3.89557 -3.36175 0.2 -0.1 -0.1
C 5.50979 -1.28262 -4.40312 -0.5 -0.3 0.7
C 5.40248 0.04700 -4.92041 0.0 0.2 0.0
N 5.38592 1.12338 -5.32318 0.0 -0.1 0.0
C 6.68938 -1.97355 -4.82086 0.3 -0.1 -0.1
N 7.67579 -2.46099 -5.15498 -0.2 0.1 0.0
C 1.79559 3.02044 0.41251 -0.1 0.2 0.0
N 0.49184 2.44636 0.89872 0.1 -0.1 0.0
C 0.13617 3.17318 2.16157 0.0 0.2 0.0
N 0.04918 4.61050 1.95623 0.0 0.0 0.0
C 1.34068 5.10404 1.46337 -0.2 -0.1 0.0
N 1.71090 4.45613 0.20548 0.1 0.0 -0.2
C 0.67655 4.73890 -0.78794 0.0 -0.2 0.2
N -0.62581 4.24375 -0.33718 -0.1 0.0 -0.2
C -0.53937 2.80888 -0.12507 0.0 0.1 0.1
C -0.96613 4.88290 0.93678 0.2 -0.1 0.0
H 2.05134 2.54099 -0.53502 0.0 -0.1 0.0
H 2.56647 2.80280 1.14200 0.0 -0.1 0.1
H 0.89859 2.94749 2.90426 0.0 0.0 0.0
H -0.81995 2.79535 2.51798 0.0 0.0 0.0
H 2.10768 4.90876 2.21296 0.0 0.0 0.0
H 1.26252 6.17935 1.29710 0.0 0.0 0.0
H 0.93730 4.24202 -1.72481 0.0 0.0 0.0
H 0.61950 5.81498 -0.95702 0.0 0.0 0.0
H -0.28825 2.31453 -1.06451 0.0 0.0 0.0
H -1.50632 2.44956 0.21460 0.0 0.0 0.0
H -1.92866 4.49825 1.27725 0.0 0.0 0.0
H -1.04666 5.96138 0.79173 0.0 0.0 0.0
C 6.89401 2.20238 0.51536 -0.1 0.0 0.0
C 5.97434 1.03995 0.74719 -0.2 0.0 0.1
C 6.33298 -0.26542 0.41789 0.1 0.0 -0.1
C 5.39226 -1.24865 0.65595 -0.2 0.1 0.1
N 4.20687 -0.99825 1.21395 0.0 0.1 -0.2
C 3.95461 0.28155 1.54283 0.0 0.0 -0.3
S 2.49487 0.64427 2.45537 0.3 0.0 0.3
N 4.78426 1.30725 1.28826 0.1 -0.2 0.0
H 7.93868 1.90505 0.60245 0.0 0.0 0.0
H 6.66636 2.99504 1.22457 0.0 0.0 0.0
H 6.73588 2.60978 -0.48543 0.0 0.0 0.0
H 7.30801 -0.49369 0.00525 -0.1 0.0 0.0
H 5.59018 -2.29153 0.41470 0.1 0.0 0.0
```
Forces are in eV/Å.

For the energy above the lowest of the compared OMol25 structures with the same formula, charge and spin, the calculation gives 0.0 kcal/mol. Its lowest unoccupied orbital energy (alpha / beta) is -3.99 / -3.98 eV. As for the spin multiplicity: 2.

=====

Entry 2:
# C17H36NO7

A 4-piece molecular cluster, C17H36NO7 overall in a non-equilibrium geometry (ωB97M-V with the def2-TZVPD basis set, the OMol25 dataset).

XYZ file:
```
61
Properties=species:S:1:pos:R:3:forces:R:3
O -5.64638 1.08158 -2.20686 0.3 -0.1 0.5
C -4.37518 0.65228 -1.95010 -1.0 -0.5 -1.2
C -3.76267 -0.21941 -2.83429 -0.2 -0.1 -0.5
C -2.49823 -0.68817 -2.58075 -0.6 -0.5 -1.0
C -1.87244 -0.28066 -1.45389 1.4 -0.5 0.2
N -2.47439 0.57161 -0.63779 0.3 0.3 0.8
C -3.70708 1.04215 -0.84374 -0.1 0.8 0.9
H -6.22781 0.33324 -2.01587 -0.3 0.2 -0.2
H -4.29263 -0.52650 -3.72534 -0.1 0.0 0.0
H -2.05159 -1.39003 -3.26571 0.3 0.0 0.1
H -0.87973 -0.65114 -1.22656 0.1 0.2 0.4
H -1.98173 0.85749 0.20193 0.0 0.0 0.0
H -4.15939 1.71742 -0.13003 0.2 0.0 0.2
C -6.20154 2.43876 5.61578 -0.1 0.0 0.1
O -6.89410 1.45589 4.85949 0.2 0.1 -0.1
C -7.31732 1.91998 3.58989 -0.1 -0.3 0.2
C -6.39037 1.44925 2.48942 0.0 0.3 -0.2
O -5.08847 2.01852 2.61145 0.1 -0.2 0.0
C -4.15295 1.13848 3.20821 0.1 0.1 -0.1
H -5.69140 1.93081 6.43245 -0.1 0.0 0.0
H -5.45573 2.96757 5.01793 0.0 0.0 0.0
H -6.91039 3.15934 6.03349 0.1 0.1 0.0
H -7.40270 3.01045 3.58307 0.1 0.0 -0.1
H -8.31267 1.50353 3.40867 0.0 0.0 0.0
H -6.79518 1.77751 1.52614 0.0 0.0 0.0
H -6.33315 0.35608 2.47788 0.0 0.0 0.1
H -3.82808 0.38609 2.47434 0.0 -0.1 0.1
H -4.55730 0.63050 4.08463 -0.1 0.0 0.0
H -3.28748 1.72441 3.51669 0.0 0.0 0.0
C 4.17106 -2.35647 1.34405 0.1 -0.1 0.1
O 3.24985 -3.43606 1.39128 -0.1 0.2 -0.1
C 1.93752 -3.04098 1.74381 0.1 -0.3 0.0
C 1.04360 -2.93129 0.52590 -0.1 0.3 0.1
O 1.46188 -1.88261 -0.34345 -0.1 -0.1 -0.1
C 2.21389 -2.35918 -1.45555 0.0 0.2 -0.1
H 5.05829 -2.69999 0.81530 0.0 -0.1 0.1
H 3.76568 -1.49316 0.81153 0.0 0.0 0.0
H 4.45412 -2.06000 2.35873 0.0 0.1 0.0
H 1.95178 -2.09756 2.29898 0.0 0.0 0.0
H 1.53412 -3.81418 2.40497 0.0 0.0 0.0
H 0.02762 -2.68870 0.85951 0.0 -0.1 0.0
H 1.00242 -3.88335 -0.01035 0.1 0.0 0.0
H 1.54353 -2.79901 -2.20257 0.1 -0.1 0.0
H 2.95758 -3.09751 -1.15504 0.0 0.0 0.0
H 2.72908 -1.50968 -1.90280 0.0 0.0 0.0
C 7.29768 1.48377 -1.40657 0.1 0.1 0.0
O 7.55384 1.34117 -2.79291 -0.2 -0.1 0.1
C 7.38016 0.01246 -3.26065 0.2 0.2 -0.2
C 6.04709 -0.16808 -3.95492 -0.1 -0.3 0.1
O 4.95583 -0.01277 -3.05388 0.0 0.2 0.0
C 4.35185 1.26617 -3.13705 -0.1 -0.1 0.0
H 7.18967 2.54680 -1.19564 0.1 0.0 0.0
H 6.37780 0.97665 -1.10479 0.0 0.0 0.0
H 8.13800 1.09014 -0.82579 -0.1 0.0 0.1
H 7.48762 -0.70320 -2.43979 -0.1 0.0 0.0
H 8.17898 -0.18142 -3.98250 0.0 0.0 0.0
H 5.99390 -1.18703 -4.34983 0.0 0.0 0.0
H 5.95332 0.52397 -4.79656 0.0 0.1 0.0
H 3.71239 1.32709 -4.02491 0.0 0.1 0.0
H 5.09450 2.06545 -3.16984 0.0 0.0 0.0
H 3.73342 1.40151 -2.24921 0.0 -0.1 0.0
```
Forces are in eV/Å.

For the energy above the lowest of the compared OMol25 structures with the same formula, charge and spin, the calculation gives 0.0 kcal/mol. Its lowest unoccupied orbital energy is -4.53 eV. As for the spin multiplicity: 1. The total charge is +1.

=====

Entry 3:
# C10H30O5

A 5-piece molecular cluster, C10H30O5 overall in a non-equilibrium geometry (ωB97M-V with the def2-TZVPD basis set, the OMol25 dataset).

XYZ file:
```
45
Properties=species:S:1:pos:R:3:forces:R:3
C 3.42614 1.59077 -1.58673 -0.1 0.3 -0.1
C 4.59905 1.97254 -0.69529 0.0 0.1 -0.9
O 5.09174 3.20626 -1.22838 0.0 0.3 0.1
H 3.05623 0.57071 -1.48324 0.1 0.0 0.3
H 3.76752 1.71800 -2.61404 0.1 -0.1 -0.1
H 2.60149 2.29735 -1.49289 -0.1 0.0 0.3
H 5.37854 1.22465 -0.84074 0.1 -0.2 0.4
H 4.37586 2.12624 0.36048 -0.3 -0.4 0.1
H 5.57725 3.66374 -0.53802 0.1 0.0 0.0
C 0.58690 1.77241 1.31693 1.9 1.0 0.5
C -0.30788 1.00516 0.44283 -1.3 -0.9 0.0
O -0.51286 -0.35717 0.89237 0.5 0.3 -0.8
H 0.23202 2.09963 2.29421 -0.4 -0.4 0.0
H 0.91708 2.67979 0.81123 -0.2 0.3 -0.2
H 1.53269 1.24612 1.44574 0.0 -0.3 0.2
H 0.09926 0.92712 -0.56526 0.1 -0.1 0.1
H -1.25249 1.54069 0.34777 -0.4 -0.2 0.0
H -1.11224 -0.45339 1.63606 -0.4 0.5 0.2
C -3.10792 -2.56830 1.70505 -0.6 -0.9 -0.4
C -3.96542 -1.43805 2.20133 2.0 0.5 0.3
O -2.99087 -0.40906 2.48738 0.3 0.4 0.0
H -3.80984 -3.37420 1.49070 0.2 -0.3 -0.3
H -2.37926 -2.95738 2.41623 -0.1 0.3 0.2
H -2.57595 -2.30230 0.79161 -0.1 0.1 0.0
H -4.43730 -1.72323 3.14160 -0.6 0.1 -0.3
H -4.59059 -1.09462 1.37713 -0.6 -0.1 0.4
H -3.29792 0.30141 3.05532 -0.4 -0.1 0.0
C -3.47046 -0.34600 -2.08000 -0.1 0.9 -0.6
C -4.08745 0.84973 -2.85606 -0.1 -0.2 -0.1
O -4.97112 0.44290 -3.91420 0.2 -0.6 0.4
H -4.20752 -0.98962 -1.59981 -0.1 0.1 -0.2
H -2.81321 0.04751 -1.30457 -0.1 0.1 0.1
H -2.81524 -0.93098 -2.72544 -0.2 -0.1 -0.1
H -3.31933 1.46872 -3.31966 0.5 -0.1 0.2
H -4.65100 1.51339 -2.20027 0.0 -0.1 0.4
H -5.31182 1.23781 -4.33092 0.0 0.0 0.0
C 4.15736 -1.89606 0.60156 1.1 1.4 0.6
C 2.75614 -2.04257 1.09757 -0.4 -1.3 -0.8
O 1.93460 -1.36164 0.14998 0.8 0.0 0.3
H 4.31573 -0.81879 0.65194 0.3 0.3 -0.4
H 4.40423 -2.20349 -0.41464 -0.5 -0.3 0.1
H 4.91304 -2.25478 1.30039 -0.1 -0.5 0.0
H 2.70090 -1.76798 2.15098 -0.3 0.9 0.0
H 2.49462 -3.09986 1.14048 -0.3 -0.3 -0.3
H 1.06927 -1.11320 0.48327 -0.5 -0.2 0.5
```
Forces are in eV/Å.

For the energy above the lowest of the compared OMol25 structures with the same formula, charge and spin, the calculation gives 21.5 kcal/mol. Its lowest unoccupied orbital energy is 0.49 eV. The SMILES is CCO.CCO.CCO.CCO.CCO. As for the spin multiplicity: 1.

=====

Entry 4:
# C5H15NO

A 2-piece molecular cluster, C5H15NO overall in a non-equilibrium geometry (ωB97M-V with the def2-TZVPD basis set, the OMol25 dataset).

XYZ file:
```
22
Properties=species:S:1:pos:R:3:forces:R:3
C 1.13554 -1.73459 -0.55825 1.1 0.2 4.4
C 0.02585 -0.74469 -0.82123 -0.7 -2.6 -2.2
C 0.44581 0.76674 -0.86162 -0.4 1.2 1.2
C -0.82555 1.58880 -1.27266 -0.4 1.3 1.6
C 1.34771 1.12588 0.47705 -1.5 -0.3 -0.8
N -1.31045 -1.11805 -0.14223 3.7 4.1 -1.2
H 1.15225 -2.56893 -1.18423 -0.6 -1.3 -1.2
H 1.00519 -2.17144 0.55551 0.5 1.0 -2.4
H 2.17537 -1.32474 -0.62428 -1.1 0.1 0.2
H -0.22527 -0.78832 -1.86636 -0.3 -0.9 -0.6
H 0.92626 0.83797 -1.89931 0.7 -0.6 2.0
H -0.78833 2.02468 -2.27718 0.0 -0.4 0.3
H -1.75474 1.08713 -1.08891 -0.5 -0.9 -0.8
H -1.13739 2.39956 -0.59516 1.2 0.4 -0.1
H 2.37583 0.92029 0.19473 0.1 0.3 0.2
H 1.15919 0.54831 1.45407 -0.2 0.4 -1.7
H 1.15765 2.17552 0.73882 0.4 -0.2 -0.3
H -1.28228 -0.48604 0.65604 -0.9 -1.1 1.4
H -2.00801 -0.78684 -0.79205 -1.2 -0.9 0.0
H -1.50181 -0.02039 3.76498 0.1 0.8 0.2
H -0.73627 -0.84463 2.72358 1.8 0.4 -1.4
O -1.33655 -0.88620 3.41868 -1.8 -1.1 1.3
```
Forces are in eV/Å.

For the energy above the lowest of the compared OMol25 structures with the same formula, charge and spin, the calculation gives 82.3 kcal/mol. Its lowest unoccupied orbital energy (alpha / beta) is -3.36 / -9.45 eV. As for the spin multiplicity: 2. The total charge is +1.